Record 1
16
Properties=species:S:1:pos:R:3:mulliken_charge:R:1 method="wB97M-V/def2-TZVPD" orbital_gap_ev=5.328 e_tot_ev=-6257.540 e_above_lowest_kcal_mol=139.3 homo_energy_ha=-0.52039 charge=+1
C -1.373 0.995 1.994 -0.6855
C 0.996 -1.638 -0.640 -1.0746
C 0.864 -0.473 -1.640 -0.2674
N -0.286 0.328 -1.313 -0.3178
N -0.238 1.006 1.143 -0.2423
H -1.613 1.948 2.461 0.3287
H -2.237 0.586 1.464 0.3206
H 1.899 -2.213 -0.796 0.3493
H 0.980 -1.224 0.363 0.3263
H 1.793 0.123 -1.643 0.2920
H 0.745 -0.883 -2.652 0.3683
H -0.298 0.668 -0.257 0.4274
H -0.533 1.000 -2.034 0.2656
H 0.121 -2.290 -0.693 0.3041
H 0.370 1.788 1.424 0.2728
H -1.191 0.279 2.820 0.3326



Record 2
16
Properties=species:S:1:pos:R:3:mulliken_charge:R:1 method="wB97M-V/def2-TZVPD" orbital_gap_ev=11.785 e_tot_ev=-6261.094 e_above_lowest_kcal_mol=57.4 homo_energy_ha=-0.55203 charge=+1
C -0.749 0.549 1.022 -0.5499
C -0.539 -0.980 0.527 -0.6597
C -0.172 -1.169 -0.958 -0.4886
N 0.925 -0.235 -1.275 -0.4807
N 0.370 1.615 0.660 -0.7148
H -0.734 0.452 2.158 0.3852
H -1.582 1.271 0.787 0.3336
H -1.699 -1.294 0.801 0.2858
H 0.080 -1.644 1.062 0.3870
H 0.233 -2.159 -1.174 0.3455
H -1.122 -0.951 -1.552 0.3149
H 0.995 0.078 -2.258 0.3442
H 1.789 -0.561 -0.822 0.3645
H -0.024 2.568 1.027 0.3324
H 0.900 1.277 1.414 0.2754
H 0.856 0.904 -0.681 0.5251



Record 3
16
Properties=species:S:1:pos:R:3:mulliken_charge:R:1 method="wB97M-V/def2-TZVPD" orbital_gap_ev=10.818 e_tot_ev=-6260.928 e_above_lowest_kcal_mol=61.2 homo_energy_ha=-0.52981 charge=+1
C -0.126 1.431 -2.505 -0.2190
N -0.361 1.324 -1.206 -0.5508
H -0.952 1.780 -3.169 0.2439
H 0.855 1.395 -2.957 0.2648
H -0.176 0.699 0.334 0.4429
H -1.038 2.032 -0.945 0.1971
C -0.784 -1.587 0.575 -0.7281
N -0.100 -0.231 0.944 -0.1798
C 1.375 -0.288 1.328 -0.8095
H -0.894 -1.646 -0.545 0.2560
H -0.251 -2.489 0.884 0.3059
H -1.779 -1.506 1.100 0.3459
H -0.644 -0.017 1.789 0.3970
H 2.062 -0.659 0.527 0.3041
H 1.331 -1.005 2.199 0.3711
H 1.481 0.768 1.646 0.3585



Record 4
16
Properties=species:S:1:pos:R:3:mulliken_charge:R:1 method="wB97M-V/def2-TZVPD" orbital_gap_ev=10.487 e_tot_ev=-6262.288 e_above_lowest_kcal_mol=29.8 homo_energy_ha=-0.50245 charge=+1
N 0.227 1.498 -1.638 -0.8081
H 0.172 0.365 -0.944 0.4908
H 1.101 2.100 -1.571 0.3235
H 0.128 1.259 -2.625 0.3283
H -0.498 2.084 -1.316 0.3128
C 1.180 0.073 1.891 -0.7414
C 0.017 -0.082 1.161 -0.0125
N -0.005 -0.557 -0.140 -0.2614
C -1.313 -1.211 -0.510 -0.9216
H 2.116 -0.399 1.526 0.2288
H 1.162 0.471 2.898 0.2830
H -0.983 0.126 1.526 0.3149
H 0.769 -1.176 -0.377 0.3858
H -1.487 -2.143 0.115 0.3594
H -2.145 -0.468 -0.437 0.3642
H -1.194 -1.490 -1.598 0.3534



Record 5
16
Properties=species:S:1:pos:R:3:mulliken_charge:R:1 method="wB97M-V/def2-TZVPD" orbital_gap_ev=9.420 e_tot_ev=-6262.149 e_above_lowest_kcal_mol=33.0 homo_energy_ha=-0.52572 charge=+1
C 1.831 1.631 -0.890 -0.9403
C 0.339 1.758 -0.883 -0.2190
H 2.397 2.048 -0.068 0.3115
H 2.187 0.506 -0.867 0.1967
H 2.439 2.085 -1.648 0.3432
H -0.067 1.842 -1.930 0.2691
H 0.094 2.677 -0.332 0.2634
H -0.172 0.841 -0.308 -0.1878
N -0.988 -2.200 -0.212 -0.2375
C -1.515 -1.511 0.805 0.0866
N -0.825 -1.149 1.952 -0.3253
H -0.318 -2.948 -0.154 0.2525
H -1.479 -2.165 -1.063 0.2623
H -2.379 -0.837 0.596 0.3373
H -1.476 -0.840 2.746 0.3199
H -0.067 -1.738 2.253 0.2674



Record 6
16
Properties=species:S:1:pos:R:3:mulliken_charge:R:1 method="wB97M-V/def2-TZVPD" spin_multiplicity=3 orbital_gap_ev="4.822 / 7.934" e_tot_ev=-6254.977 e_above_lowest_kcal_mol=70.1 homo_energy_ha="-0.29293 / -0.64182" charge=+1
C 0.645 0.268 -1.686 -1.3970
C -1.239 -0.917 1.495 -0.9397
C 0.351 0.636 -0.224 -0.7144
N 1.477 0.703 0.542 -0.0088
N -0.817 -0.555 0.084 -0.5651
H 0.987 -0.747 -1.958 0.4393
H 1.359 0.981 -2.202 0.3899
H -0.330 0.472 -2.053 0.4776
H -1.118 -0.035 2.113 0.3545
H -2.265 -1.324 1.750 0.3509
H -0.543 -1.624 1.822 0.4400
H -0.225 1.581 -0.094 0.4778
H 1.341 0.852 1.482 0.3759
H 2.110 -0.049 0.265 0.4101
H -1.667 -0.043 -0.402 0.4380
H -0.477 -1.369 -0.517 0.4709